Here is a structure of composition C26H51INO26S2 from the OMol25 dataset. Energies are from ωB97M-V/def2-TZVPD.

The HOMO-LUMO gap is 7.928 eV. For the highest occupied orbital energy, the calculation gives -6.40 eV. The calculation puts the energy at -4126.45430 Ha. As for the max |F|: 2.3 eV Å⁻¹. As for the lowest unoccupied orbital energy: 1.5 eV.

```
! wB97M-V def2-TZVPD RIJCOSX def2/J DEFGRID3
* xyz -1 1
O -4.285 -2.147 0.249
C -4.094 -1.003 -0.153
C -4.873 0.151 0.437
S -5.585 1.282 -0.778
O -4.462 2.111 -1.146
O -6.639 2.029 -0.132
N -6.044 0.505 -2.097
S -7.213 -0.585 -1.943
O -7.614 -0.928 -3.294
O -6.852 -1.745 -1.163
C -8.703 0.076 -1.185
C -8.755 -0.145 0.318
C -9.955 0.479 1.002
I -10.077 2.607 0.767
H -3.355 -0.812 -0.942
H -4.146 0.777 0.947
H -5.574 -0.191 1.183
H -8.896 1.100 -1.468
H -9.494 -0.523 -1.625
H -8.733 -1.207 0.535
H -7.870 0.300 0.753
H -9.836 0.336 2.067
H -10.893 0.009 0.742
C 0.378 -2.336 -2.289
O 1.321 -1.259 -2.286
C 0.881 -0.153 -1.683
O -0.193 -0.006 -1.176
O 1.850 0.762 -1.739
C 1.509 2.005 -1.114
H 0.859 -3.163 -2.802
H 0.136 -2.635 -1.272
H -0.525 -2.054 -2.825
H 1.305 1.865 -0.056
H 0.648 2.456 -1.605
H 2.372 2.655 -1.229
C 4.450 -1.800 -1.437
O 5.195 -1.506 -0.246
C 4.566 -1.836 0.873
O 3.488 -2.358 0.956
O 5.322 -1.451 1.904
C 4.747 -1.724 3.182
H 5.058 -1.491 -2.281
H 4.253 -2.867 -1.517
H 3.521 -1.241 -1.448
H 4.607 -2.792 3.334
H 3.799 -1.202 3.293
H 5.439 -1.350 3.930
C -8.309 -0.978 -6.028
O -8.757 0.132 -6.836
C -9.739 -0.143 -7.669
O -10.284 -1.205 -7.822
O -10.044 0.978 -8.342
C -11.099 0.818 -9.283
H -7.512 -0.615 -5.400
H -9.114 -1.341 -5.399
H -7.933 -1.776 -6.668
H -12.020 0.519 -8.785
H -10.832 0.086 -10.044
H -11.245 1.787 -9.753
C 5.800 -6.967 -3.273
O 6.091 -6.665 -4.640
C 5.808 -5.413 -4.991
O 5.351 -4.567 -4.273
O 6.120 -5.262 -6.276
C 5.863 -3.952 -6.788
H 6.074 -8.007 -3.122
H 6.388 -6.339 -2.607
H 4.739 -6.841 -3.069
H 6.453 -3.209 -6.256
H 4.804 -3.713 -6.716
H 6.158 -3.966 -7.832
C 4.232 1.443 8.365
O 3.131 0.575 8.639
C 3.052 -0.478 7.829
O 3.810 -0.731 6.932
O 1.993 -1.197 8.183
C 1.782 -2.365 7.386
H 4.178 2.249 9.090
H 5.177 0.915 8.482
H 4.155 1.856 7.361
H 2.629 -3.043 7.465
H 1.611 -2.095 6.346
H 0.895 -2.851 7.781
C 6.565 1.464 3.474
O 7.624 1.753 4.396
C 7.546 2.987 4.880
O 6.696 3.786 4.589
O 8.553 3.182 5.730
C 8.576 4.482 6.319
H 6.701 0.448 3.121
H 5.598 1.547 3.966
H 6.617 2.136 2.620
H 7.671 4.659 6.897
H 8.689 5.249 5.555
H 9.436 4.506 6.982
C 3.164 4.609 3.033
O 2.456 5.445 2.116
C 1.613 4.778 1.327
O 1.434 3.591 1.336
O 1.008 5.652 0.528
C 0.068 5.062 -0.377
H 3.818 5.252 3.614
H 2.470 4.105 3.703
H 3.769 3.878 2.500
H -0.731 4.564 0.166
H 0.564 4.358 -1.042
H -0.349 5.875 -0.963
*
```

Results of the Löwdin charge analysis, in e, for atoms 1 through 2: number 1, O, carries 0.0167; number 2, C, carries -0.2677